Record 1
The following is a quantum chemistry calculation of C12H24BF4O6Ru as an isolated structure, from the OMol25 dataset.

CARTESIAN COORDINATES (ANGSTROEM)
Ru 0.36 -0.04 -0.29
C -1.89 1.89 -1.39
C -0.89 2.86 -0.80
O 0.37 2.20 -0.89
C 1.52 2.84 -0.32
C 1.51 2.72 1.19
O 1.23 1.35 1.52
C 0.74 1.11 2.84
C -0.58 0.37 2.73
O -0.49 -0.74 1.85
C 0.13 -1.94 2.34
C 1.49 -2.14 1.69
O 1.38 -2.09 0.26
C 0.84 -3.26 -0.39
C -0.16 -2.80 -1.43
O -1.06 -1.89 -0.78
C -2.16 -1.45 -1.58
C -2.82 -0.31 -0.84
O -1.88 0.74 -0.53
H -1.58 1.62 -2.40
H -2.89 2.33 -1.41
H -1.15 3.09 0.24
H -0.88 3.78 -1.38
H 1.58 3.88 -0.62
H 2.38 2.31 -0.74
H 0.74 3.36 1.62
H 2.48 3.02 1.58
H 0.57 2.05 3.37
H 1.48 0.53 3.39
H -1.34 1.03 2.29
H -0.92 0.05 3.72
H -0.54 -2.76 2.09
H 0.25 -1.90 3.43
H 1.92 -3.09 2.01
H 2.17 -1.34 1.96
H 0.38 -3.91 0.35
H 1.65 -3.79 -0.88
H -0.71 -3.66 -1.82
H 0.35 -2.32 -2.27
H -2.89 -2.26 -1.67
H -1.82 -1.16 -2.57
H -3.21 -0.65 0.12
H -3.64 0.09 -1.44
F 2.20 0.00 -1.55
B 1.66 0.07 -2.95
F 0.21 0.03 -2.59
F 1.96 -1.08 -3.59
F 1.97 1.25 -3.48

Properties
**Charge**: +2
**Multiplicity**: 6
**Expectation value of S²**: 8.755

Here are the Löwdin charges for atoms 1 to 6, given in e: 1.92, -0.13, -0.12, -0.24, -0.12, -0.12


Record 2
The following is a quantum chemistry calculation of C12H24Cl2N2O4Zn as an isolated structure, from the OMol25 dataset.

CARTESIAN COORDINATES (ANGSTROEM)
Zn -0.10 1.67 -0.21
C 3.81 -1.13 -0.13
N 2.81 -0.47 0.69
C 3.48 0.45 1.60
C 1.68 0.18 -0.01
O 1.85 1.56 -0.17
C 1.51 -0.41 -1.42
O 0.52 0.39 -2.09
C -0.64 -0.20 -2.60
C -1.84 0.50 -1.96
O -1.70 1.65 -1.50
N -3.02 -0.12 -1.96
C -4.15 0.46 -1.27
C -3.19 -1.47 -2.49
H 4.54 -1.61 0.53
H 4.37 -0.44 -0.78
H 3.38 -1.91 -0.75
H 4.12 -0.13 2.28
H 2.75 1.00 2.18
H 4.10 1.18 1.07
H 1.23 -1.47 -1.44
H 2.43 -0.28 -1.99
H -0.66 -1.28 -2.45
H -0.69 0.00 -3.68
H -3.85 1.40 -0.82
H -4.49 -0.22 -0.48
H -4.97 0.63 -1.97
H -2.65 -1.60 -3.43
H -4.25 -1.61 -2.70
H -2.87 -2.23 -1.78
C 0.89 -0.64 3.09
O 0.45 0.36 2.18
C 0.32 -0.02 0.79
C -0.31 -1.40 0.67
H 0.06 -1.30 3.38
H 1.24 -0.12 3.98
H 1.70 -1.24 2.68
H 0.39 -2.21 0.91
H -0.70 -1.59 -0.33
H -1.16 -1.47 1.36
Cl -2.84 2.40 2.36
C -1.18 3.00 2.32
Cl -0.84 3.88 0.80
H -0.50 2.15 2.38
H -1.04 3.71 3.14

Here are the Löwdin charges for atoms 1 to 6, given in e: 0.67, -0.11, -0.17, -0.10, -0.57, -0.22


Record 3
The following is a quantum chemistry calculation of a 8-piece molecular cluster, C12H24Cl4N6O10 overall, from the OMol25 dataset.

CARTESIAN COORDINATES (ANGSTROEM)
C -0.87 -3.85 5.78
N -0.54 -2.98 4.58
O -1.26 -3.13 3.60
O 0.44 -2.32 4.48
H -0.21 -4.71 5.67
H -1.88 -4.24 5.75
H -0.64 -3.26 6.67
C 8.41 -1.59 -0.59
N 9.91 -1.89 -0.70
O 10.62 -1.11 -0.12
O 10.20 -2.95 -1.23
H 7.85 -2.52 -0.62
H 8.20 -1.02 -1.50
H 8.14 -1.04 0.31
C -2.12 -8.11 -0.80
N -3.29 -7.77 0.11
O -3.12 -7.56 1.29
O -4.37 -7.76 -0.42
H -1.99 -9.19 -0.75
H -1.23 -7.56 -0.48
H -2.43 -7.79 -1.80
C 4.30 3.88 5.44
N 3.56 3.69 4.13
O 2.36 4.07 4.08
O 4.20 3.21 3.18
H 3.82 3.41 6.30
H 4.41 4.95 5.63
H 5.27 3.38 5.35
C -3.42 -2.31 -6.41
N -4.28 -3.35 -7.03
O -5.22 -3.01 -7.75
O -4.10 -4.49 -6.72
H -3.29 -1.55 -7.19
H -2.55 -2.95 -6.29
H -3.83 -1.97 -5.46
C -2.45 8.47 -0.43
C -1.66 7.50 -1.13
C -0.37 7.88 -1.48
N 0.11 9.17 -1.28
C -0.66 10.00 -0.51
C -1.98 9.69 -0.11
H -3.47 8.20 -0.23
H -2.10 6.52 -1.27
H 0.30 7.23 -2.03
H -0.21 10.96 -0.35
H -2.67 10.42 0.29
Cl -7.12 1.09 0.82
C -6.80 -0.66 0.53
Cl -7.70 -1.43 -0.79
H -5.73 -0.81 0.43
H -7.02 -1.11 1.50
Cl 1.36 0.06 -2.56
C 1.68 -1.64 -1.94
Cl 2.21 -2.68 -3.31
H 2.49 -1.56 -1.22
H 0.74 -1.90 -1.44

Properties
**Structure (SMILES)**: C[N+](=O)[O-].C[N+](=O)[O-].C[N+](=O)[O-].C[N+](=O)[O-].C[N+](=O)[O-].c1ccncc1.ClCCl.ClCCl

Here are the Löwdin charges for atoms 1 to 6, given in e: 0.06, -0.46, 0.03, 0.08, 0.10, 0.09


Record 4
The following is a quantum chemistry calculation of C12H24ClI2N2OP2Zr as an isolated structure, from the OMol25 dataset.

CARTESIAN COORDINATES (ANGSTROEM)
I -1.17 0.84 4.07
I 0.72 -0.43 5.21
Zr 0.12 0.76 -1.01
P -2.33 -0.05 -1.52
C -3.38 -0.04 -0.02
C -3.08 1.10 -2.74
H -4.12 0.81 -2.93
H -3.86 -1.38 -2.88
H -2.52 1.03 -3.68
H -2.18 -1.48 -3.44
H -3.45 1.00 0.35
H -3.03 2.14 -2.43
C -2.81 -1.48 -2.56
H -4.38 -0.45 -0.25
H -2.67 -2.43 -2.05
H -2.92 -0.68 0.75
P 2.42 -0.14 -1.76
C 3.47 -0.29 -0.25
C 2.87 -1.49 -2.90
H 2.64 1.39 -3.60
H 4.21 0.61 -3.15
H 3.56 1.99 -2.17
C 3.31 1.11 -2.77
H 2.30 -1.34 -3.83
H 3.94 -1.38 -3.14
H 4.40 -0.83 -0.50
H 2.95 -0.86 0.53
H 2.66 -2.49 -2.51
H 3.68 0.72 0.14
Cl 0.04 2.99 -1.79
N -1.98 -1.95 4.30
C -1.52 -1.92 3.01
O -2.07 -2.57 2.12
C -0.54 -0.78 2.71
C 0.87 1.49 4.13
C 1.44 2.09 2.97
C 1.36 1.78 1.64
N 0.53 0.83 1.09
C -0.12 -0.37 1.48
H -2.61 -2.69 4.56
H -1.44 -1.58 5.09
H 0.97 2.06 5.08
H 2.02 2.99 3.20
H 1.98 2.35 0.89
H -0.26 -0.97 0.55

Properties
**Charge**: +3

Here are the Löwdin charges for atoms 1 to 6, given in e: 1.43, 1.07, 1.11, 0.73, -0.21, -0.25


Record 5
The following is a quantum chemistry calculation of C12H24CoF4N2O17S4 as an isolated structure, from the OMol25 dataset.

CARTESIAN COORDINATES (ANGSTROEM)
Co 0.25 -0.45 -0.17
N -1.39 -0.94 -1.16
S -2.05 -0.42 -2.46
O -3.45 -0.10 -2.33
O -1.57 -0.82 -3.77
F -1.47 1.12 -2.26
S -2.46 -2.35 -1.08
O -2.67 -3.14 -2.28
O -3.50 -2.33 -0.05
F -1.29 -3.22 -0.32
N 1.30 -1.31 1.23
S 0.75 -2.26 2.58
O 0.83 -1.69 3.88
O 1.04 -3.65 2.47
F -0.81 -2.22 2.24
S 2.71 -1.68 1.46
O 2.99 -3.01 0.93
O 3.28 -1.19 2.72
F 3.39 -0.74 0.40
C -5.43 0.38 1.57
C -4.33 0.54 2.67
O -3.06 0.18 2.25
C -2.26 1.07 1.49
O -1.13 0.84 1.16
O -2.88 2.23 1.37
C -2.22 3.29 0.71
H -5.51 -0.66 1.25
H -5.21 0.93 0.66
H -6.41 0.76 1.86
H -4.52 -0.01 3.60
H -4.41 1.53 3.12
H -2.81 4.19 0.89
H -2.15 3.19 -0.37
H -1.26 3.33 1.23
C 2.23 2.66 3.95
C 1.85 1.97 2.66
O 1.67 3.01 1.67
C 1.31 2.58 0.40
O 1.18 1.43 -0.03
O 0.98 3.73 -0.33
C 0.60 3.61 -1.70
H 2.28 2.00 4.82
H 1.50 3.47 4.01
H 3.20 3.14 3.84
H 0.92 1.42 2.81
H 2.62 1.25 2.38
H 0.57 4.61 -2.15
H -0.40 3.24 -1.91
H 1.31 3.04 -2.29
C 0.66 -3.66 -2.69
C 1.86 -3.21 -1.85
O 2.68 -2.30 -2.62
C 2.45 -0.98 -2.56
O 1.48 -0.45 -2.04
O 3.38 -0.30 -3.23
C 4.41 -0.78 -4.20
H -0.04 -4.10 -1.97
H 0.86 -4.49 -3.37
H 0.24 -2.89 -3.34
H 2.44 -4.06 -1.48
H 1.57 -2.66 -0.96
H 5.27 -0.12 -4.19
H 3.90 -0.76 -5.16
H 4.73 -1.80 -3.98

Properties
**Charge**: -1
**Multiplicity**: 5
**Expectation value of S²**: 6.009

Here are the Löwdin charges for atoms 1 to 6, given in e: 0.79, -0.42, 0.45, -0.33, -0.30, -0.27


Record 6
The following is a quantum chemistry calculation of C12H24F12NaO12P2 as an isolated structure, from the OMol25 dataset.

CARTESIAN COORDINATES (ANGSTROEM)
Na 14.31 4.23 9.83
P 12.80 7.59 9.66
F 11.23 7.95 9.62
F 12.94 7.86 8.11
F 13.02 9.09 10.06
F 14.37 7.25 9.85
F 12.59 7.16 11.19
F 12.43 5.96 9.40
P 11.58 3.59 13.20
F 11.98 4.68 14.30
F 12.66 2.56 13.81
F 10.55 3.00 14.38
F 11.00 2.51 12.13
F 10.47 4.63 12.65
F 12.68 4.20 12.24
C 12.67 2.81 6.67
O 11.85 1.77 7.25
C 11.61 1.76 8.57
O 11.88 2.70 9.32
O 10.99 0.59 8.83
C 10.38 0.38 10.14
H 12.12 3.75 6.78
H 12.94 2.52 5.66
H 13.56 2.69 7.30
H 11.09 0.21 10.95
H 9.96 -0.62 10.02
H 9.59 1.04 10.47
C 17.04 2.25 6.43
O 16.48 3.38 5.78
C 16.03 4.41 6.56
O 15.96 4.38 7.82
O 15.60 5.36 5.84
C 14.96 6.45 6.38
H 18.07 2.31 6.80
H 16.98 1.46 5.68
H 16.38 1.91 7.23
H 15.58 6.98 7.09
H 14.01 6.14 6.82
H 14.72 7.15 5.58
C 14.53 -0.76 8.78
O 14.41 -0.58 10.15
C 14.67 0.60 10.68
O 14.99 1.63 10.05
O 14.61 0.51 12.01
C 15.13 1.55 12.79
H 14.82 0.02 8.08
H 13.47 -0.98 8.63
H 15.12 -1.67 8.69
H 16.17 1.81 12.57
H 15.01 1.19 13.81
H 14.63 2.51 12.70
C 18.34 3.32 12.62
O 17.56 4.26 13.35
C 16.63 5.05 12.82
O 16.10 4.96 11.73
O 16.35 6.03 13.67
C 15.53 7.17 13.37
H 18.36 2.49 13.32
H 19.34 3.73 12.47
H 17.97 2.87 11.70
H 15.30 7.69 14.30
H 14.60 7.00 12.83
H 16.07 7.82 12.68

Properties
**Charge**: -1

Here are the Löwdin charges for atoms 1 to 6, given in e: 0.46, 0.11, -0.16, -0.13, -0.13, -0.15


Record 7
The following is a quantum chemistry calculation of C12H24F3N3NaOV as an isolated structure, from the OMol25 dataset.

CARTESIAN COORDINATES (ANGSTROEM)
N 1.95 -0.18 0.90
C 3.00 -0.78 1.11
O 4.02 -1.36 1.23
Na 1.69 -0.40 -1.43
V -0.10 0.02 0.70
N -0.37 -1.43 -0.47
N -0.25 1.61 -0.21
C -0.32 -2.86 -0.10
C 0.39 2.94 -0.30
C 0.83 -3.48 -0.88
C -1.60 -3.61 -0.44
C -0.09 -3.03 1.38
C 0.07 3.60 -1.63
C -0.16 3.86 0.78
C 1.89 2.80 -0.15
H 0.72 -3.31 -1.96
H 0.83 -4.56 -0.70
H 1.80 -3.08 -0.56
H -2.48 -3.17 0.05
H -1.51 -4.64 -0.07
H -1.80 -3.68 -1.51
H 0.81 -2.52 1.74
H 0.05 -4.11 1.57
H -0.96 -2.70 1.96
H 0.36 2.97 -2.48
H 0.62 4.54 -1.69
H -0.99 3.83 -1.73
H -1.24 3.99 0.69
H 0.30 4.84 0.65
H 0.06 3.49 1.78
H 2.19 2.29 0.77
H 2.30 3.81 -0.15
H 2.34 2.26 -1.00
C -1.69 1.63 -0.47
H -2.14 0.70 -0.11
H -2.22 2.47 0.01
H -1.88 1.73 -1.55
C -0.94 -1.23 -1.80
H -2.02 -1.42 -1.77
H -0.80 -0.21 -2.18
H -0.50 -1.92 -2.54
F 0.42 -0.78 3.35
C -0.52 0.06 2.74
F -1.76 -0.32 3.22
F -0.28 1.34 3.24

Properties
**Charge**: +2

Here are the Löwdin charges for atoms 1 to 6, given in e: 0.02, -0.37, 0.21, 0.59, 1.09, -0.15


Record 8
The following is a quantum chemistry calculation of C12H24LiN4NbOS as an isolated structure, from the OMol25 dataset.

CARTESIAN COORDINATES (ANGSTROEM)
N -1.94 -0.65 0.93
C -3.08 -0.89 1.29
O -4.14 -0.90 1.86
Li -0.23 2.63 2.91
Nb -0.05 -0.15 1.13
N 0.31 1.78 0.57
N 0.77 -1.68 0.11
C -0.38 2.51 -0.52
C 0.26 -2.66 -0.86
C -0.22 4.02 -0.30
C 0.21 2.16 -1.88
C -1.86 2.19 -0.53
C -0.40 -3.77 -0.06
C 1.35 -3.22 -1.78
C -0.81 -2.02 -1.73
H -0.62 4.31 0.69
H -0.86 4.51 -1.05
H 0.82 4.36 -0.41
H 1.26 2.43 -1.96
H -0.36 2.72 -2.63
H 0.14 1.09 -2.10
H -2.05 1.14 -0.75
H -2.29 2.83 -1.32
H -2.32 2.47 0.42
H 0.31 -4.20 0.65
H -0.77 -4.55 -0.75
H -1.25 -3.34 0.49
H 2.11 -3.80 -1.23
H 1.84 -2.43 -2.37
H 0.87 -3.91 -2.48
H -1.14 -2.77 -2.48
H -0.46 -1.13 -2.27
H -1.69 -1.75 -1.13
C 1.75 2.05 0.66
H 2.29 1.26 1.21
H 2.18 2.17 -0.33
H 1.95 2.98 1.23
C 1.97 -2.08 0.85
H 2.10 -1.42 1.73
H 1.90 -3.13 1.19
H 2.84 -2.01 0.20
S -0.10 1.67 5.53
C -0.16 0.79 4.22
N -0.06 0.37 3.07

Properties
**Charge**: +2

Here are the Löwdin charges for atoms 1 to 6, given in e: -0.09, -0.29, 0.23, 0.72, 1.87, -0.32


Record 9
The following is a quantum chemistry calculation of C12H24MnNO4P2 as an isolated structure, from the OMol25 dataset.

CARTESIAN COORDINATES (ANGSTROEM)
Mn 0.37 0.19 0.29
P 2.17 -1.26 0.86
C 2.24 -2.10 -0.70
C 1.09 -2.14 -1.52
N 0.03 -1.32 -1.14
C -1.19 -1.49 -1.66
C -1.37 -2.30 -2.78
C -0.29 -2.98 -3.32
C 0.94 -2.93 -2.68
C -2.36 -0.73 -1.05
P -1.89 0.75 -0.03
H 1.80 -3.52 -3.00
H -2.35 -2.37 -3.23
H -0.38 -3.56 -4.24
H -3.04 -0.35 -1.83
H -2.95 -1.38 -0.39
H 1.47 3.08 -1.13
H 3.07 -2.77 -0.96
H -1.67 5.85 -0.95
O 1.90 2.26 -0.87
H 2.83 2.47 -0.69
H 0.38 0.82 1.85
O -0.97 5.22 -0.77
H -0.25 5.83 -0.50
C -2.23 2.11 -1.19
H -3.29 2.38 -1.14
H -1.61 2.98 -0.95
H -1.99 1.76 -2.20
C -3.20 0.88 1.21
H -2.82 1.40 2.09
H -4.07 1.41 0.79
H -3.50 -0.13 1.51
C 1.75 -2.37 2.25
H 2.63 -2.96 2.54
H 1.40 -1.74 3.08
H 0.96 -3.05 1.93
C 3.77 -0.54 1.33
H 3.61 0.08 2.23
H 4.49 -1.33 1.53
H 4.14 0.10 0.51
O -1.17 1.07 3.58
C 0.04 0.95 3.78
O 0.97 0.83 2.81
H 0.53 0.92 4.78

Properties
**Charge**: +1
**Multiplicity**: 6
**Expectation value of S²**: 8.778

Here are the Löwdin charges for atoms 1 to 6, given in e: 0.71, 0.76, -0.28, -0.36, -0.05, -0.34


Record 10
The following is a quantum chemistry calculation of one molecule with the formula C12H24N2O3, from the OMol25 dataset.

CARTESIAN COORDINATES (ANGSTROEM)
C -0.67 -4.10 -2.41
C -1.84 -3.67 -1.51
C -1.46 -2.56 -0.47
C -2.61 -2.20 0.45
C -0.56 -1.39 -1.04
N -0.03 -0.51 -0.02
C 1.00 0.37 -0.09
O 1.48 0.71 -1.22
C 1.45 1.09 1.12
N 2.84 1.47 1.10
C 0.52 2.27 1.41
C 1.01 3.04 2.69
C 1.01 2.23 3.92
C 2.16 3.98 2.35
C -1.44 -0.49 -2.07
O -2.55 -0.71 -2.40
O -0.70 0.35 -2.73
H -0.87 -5.08 -2.96
H 0.43 -3.91 -1.96
H -0.63 -3.45 -3.35
H -2.75 -3.35 -1.99
H -2.17 -4.54 -0.82
H -0.84 -3.06 0.21
H -2.06 -1.65 1.32
H -3.33 -1.46 0.04
H -3.07 -3.07 0.94
H 0.30 -1.75 -1.57
H -0.39 -0.52 0.96
H 1.24 0.46 1.97
H 3.39 0.59 1.17
H 3.16 2.10 0.40
H -0.55 2.02 1.61
H 0.43 3.01 0.68
H 0.15 3.82 2.76
H 1.22 2.79 4.87
H 1.76 1.33 3.86
H 0.14 1.63 3.96
H 2.44 4.57 3.30
H 1.95 4.66 1.52
H 3.08 3.32 2.27
H 0.17 0.51 -2.14

Properties
**Structure (SMILES)**: CC[C@H](C)[C@H](NC(=O)[C@@H](N)CC(C)C)C(=O)O

Here are the Löwdin charges for atoms 1 to 6, given in e: -0.12, -0.23, -0.35, -0.07, -0.14, 0.11


Number 1: electronic energy -39233.1161 eV. Number 2: electronic energy -97463.7492 eV. Number 3: electronic energy -92322.2369 eV. Number 4: electronic energy -66410.1507 eV. Number 5: electronic energy -142455.1974 eV. Number 6: electronic energy -93022.6490 eV. Number 7: electronic energy -57590.4086 eV. Number 8: electronic energy -33417.6535 eV. Number 9: electronic energy -72404.7647 eV. Number 10: electronic energy -21954.8542 eV.